103
Properties=species:S:1:pos:R:3:mulliken_spin:R:1 method="wB97M-V/def2-TZVPD" spin_multiplicity=3 e_above_lowest_kcal_mol=0.0 charge=-2 orbital_gap_ev="4.2692 / 6.6993"
Ti 0.534 1.189 0.282 0.9121
O -1.194 0.883 3.938 0.0074
C -0.370 0.710 3.065 -0.0174
O -0.625 0.835 1.787 -0.0197
C 1.004 0.179 3.398 0.0550
C 1.173 -0.370 4.632 -0.0021
C 2.370 -0.996 4.974 0.0217
C 3.388 -1.128 4.050 -0.0013
C 3.221 -0.611 2.792 0.0334
C 2.054 0.127 2.422 0.0084
O 1.951 0.724 1.297 -0.0539
N 4.255 -0.984 1.821 0.0014
O 3.927 -1.127 0.669 0.0046
O 5.401 -1.074 2.221 0.0061
N 2.532 -1.579 6.298 0.0011
O 1.602 -1.495 7.075 0.0082
O 3.600 -2.090 6.583 0.0083
H 0.354 -0.332 5.337 -0.0008
H 4.286 -1.673 4.295 -0.0008
O 0.725 3.484 2.532 0.0223
S 0.546 4.160 1.259 0.0721
O 1.670 4.967 0.834 0.0029
N 0.095 3.066 0.114 0.0162
C -1.278 3.198 -0.216 0.2811
S -2.031 1.958 -1.111 0.1694
C -1.852 4.352 0.355 0.0234
C -3.152 4.890 0.185 0.1568
C -3.463 6.085 0.793 -0.0790
C -2.529 6.788 1.589 0.2175
C -1.259 6.261 1.790 -0.1089
C -0.944 5.058 1.191 0.1589
H -3.864 4.352 -0.430 0.0265
H -4.455 6.507 0.654 -0.0055
H -2.799 7.734 2.041 0.0256
H -0.535 6.778 2.412 -0.0040
F -1.587 -6.567 -4.068 0.0000
C -0.577 -5.680 -4.119 -0.0002
F 0.565 -6.384 -3.985 0.0000
F -0.561 -5.163 -5.361 0.0000
C -0.707 -4.614 -3.071 0.0008
C 0.080 -3.486 -3.166 -0.0002
C -0.019 -2.497 -2.191 0.0290
C -0.905 -2.629 -1.130 -0.0001
C -1.666 -3.789 -1.034 -0.0107
C -1.573 -4.780 -2.001 0.0008
P -0.939 -1.238 0.107 -0.0064
C -2.753 -0.943 0.240 0.0362
C -3.557 -1.115 -0.891 -0.0104
C -4.894 -0.767 -0.876 -0.0163
C -5.450 -0.229 0.275 -0.0043
C -4.667 -0.036 1.399 0.0135
C -3.322 -0.386 1.380 -0.0031
C -6.905 0.112 0.282 0.0012
F -7.682 -1.000 0.333 0.0002
F -7.281 0.772 -0.829 0.0003
F -7.255 0.871 1.331 0.0001
C -0.530 -2.267 1.585 -0.0286
C -1.419 -2.784 2.521 0.0071
C -0.959 -3.576 3.566 -0.0047
C 0.393 -3.861 3.674 0.0060
C 1.287 -3.376 2.737 0.0021
C 0.823 -2.581 1.702 0.0054
C 0.872 -4.758 4.774 -0.0004
F 0.211 -4.546 5.924 0.0000
F 0.692 -6.063 4.464 0.0000
F 2.182 -4.596 5.025 0.0000
H 0.768 -3.375 -3.996 -0.0002
H 0.608 -1.612 -2.243 0.0026
H -2.336 -3.923 -0.191 0.0014
H -2.168 -5.680 -1.922 -0.0002
H -3.130 -1.491 -1.810 -0.0013
H -5.502 -0.890 -1.766 -0.0002
H -5.087 0.416 2.286 0.0010
H -2.717 -0.159 2.251 -0.0014
H -2.474 -2.555 2.457 0.0006
H -1.653 -3.966 4.301 -0.0002
H 2.342 -3.602 2.825 0.0002
H 1.527 -2.185 0.975 0.0051
C 5.749 1.756 -4.708 0.0001
C 4.578 1.081 -5.038 0.0000
C 3.618 0.821 -4.067 -0.0004
C 3.800 1.231 -2.744 0.0109
C 4.985 1.896 -2.428 0.0001
C 5.948 2.162 -3.394 0.0000
C 2.817 0.944 -1.655 -0.0232
C 1.481 1.110 -1.654 0.0780
C 0.864 1.723 -2.872 -0.0341
C 0.115 0.976 -3.780 0.0156
C -0.475 1.561 -4.890 0.0048
C -0.352 2.929 -5.106 -0.0037
C 0.389 3.687 -4.208 0.0045
C 1.003 3.088 -3.115 -0.0106
H 6.500 1.956 -5.464 0.0000
H 4.410 0.753 -6.059 0.0000
H 2.713 0.291 -4.333 0.0008
H 5.144 2.219 -1.403 -0.0002
H 6.857 2.687 -3.120 0.0000
H 3.292 0.577 -0.750 -0.0048
H -0.025 -0.086 -3.599 -0.0070
H -1.041 0.948 -5.586 -0.0006
H -0.841 3.400 -5.951 -0.0007
H 0.487 4.758 -4.354 0.0009
H 1.574 3.684 -2.415 -0.0024

---

97
Properties=species:S:1:pos:R:3:mulliken_spin:R:1 method="wB97M-V/def2-TZVPD" spin_multiplicity=2 e_above_lowest_kcal_mol=35.1 orbital_gap_ev="4.6805 / 4.6888"
Ti -0.436 -0.430 -0.011 1.0388
C -6.341 1.622 2.039 0.0296
C -6.302 2.377 0.870 -0.0215
C -5.224 2.325 0.003 0.0400
C -4.194 1.460 0.328 -0.0110
C -2.940 1.146 -0.328 0.1237
N -2.213 0.275 0.451 -0.0320
C -2.989 -0.057 1.535 -0.0265
N -2.723 -0.934 2.468 0.0352
C -1.640 -1.695 2.470 -0.1247
C -1.329 -2.624 3.525 -0.0051
C -1.983 -2.975 4.700 -0.0207
C -1.430 -3.978 5.470 -0.0149
C -0.245 -4.617 5.093 -0.0055
C 0.417 -4.276 3.931 -0.0352
C -0.137 -3.276 3.138 -0.0208
C 0.211 -2.732 1.851 -0.1421
N 1.157 -3.232 1.079 0.0595
C 1.400 -2.818 -0.139 -0.0462
N 0.977 -1.654 -0.734 -0.0058
C 1.370 -1.696 -2.047 0.0485
N 1.117 -0.825 -2.991 -0.0660
C 0.214 0.130 -2.881 0.1170
N -0.604 0.352 -1.813 -0.0181
C -1.577 1.230 -2.203 0.1347
N -2.644 1.589 -1.519 -0.0890
C -1.372 1.615 -3.578 0.0325
C -2.109 2.398 -4.456 0.0327
C -1.697 2.439 -5.774 0.0020
C -0.578 1.724 -6.210 0.0196
C 0.177 0.965 -5.336 0.0147
C -0.227 0.915 -4.011 0.0441
C 2.050 -2.945 -2.322 -0.0094
C 2.448 -3.544 -3.506 0.0381
C 2.878 -4.858 -3.450 -0.0289
C 2.926 -5.554 -2.243 0.0300
C 2.534 -4.961 -1.055 -0.0386
C 2.085 -3.650 -1.107 0.0065
N -0.700 -1.779 1.486 -0.0283
C -4.225 0.701 1.511 -0.0016
C -5.294 0.785 2.387 -0.0199
H -7.200 1.696 2.689 0.0014
H -7.125 3.037 0.647 -0.0010
H -5.168 2.944 -0.879 0.0008
H -2.904 -2.488 4.982 -0.0022
H -1.924 -4.293 6.377 -0.0006
H 0.145 -5.409 5.715 -0.0004
H 1.320 -4.785 3.633 -0.0024
H -2.986 2.928 -4.117 0.0035
H -2.264 3.016 -6.489 0.0005
H -0.309 1.751 -7.256 0.0016
H 1.036 0.400 -5.661 0.0021
H 2.371 -3.013 -4.439 0.0010
H 3.149 -5.367 -4.363 -0.0013
H 3.242 -6.587 -2.241 0.0017
H 2.520 -5.506 -0.125 -0.0019
H -5.284 0.236 3.314 -0.0005
C 2.614 4.525 2.106 -0.0003
S 1.488 5.545 1.095 -0.0001
C -0.038 4.791 1.517 -0.0019
C -0.435 3.566 1.091 -0.0004
S 0.398 2.537 0.016 -0.0193
S -2.012 3.062 1.727 0.0044
C -2.426 4.535 2.559 0.0003
S -3.881 4.741 3.272 0.0020
S -1.149 5.714 2.521 0.0001
H 3.619 4.838 1.847 0.0000
H 2.467 3.477 1.862 0.0004
H 2.427 4.711 3.158 0.0000
N 4.977 -0.796 1.736 0.0000
C 4.413 -0.086 2.736 -0.0024
O 5.055 0.385 3.649 -0.0003
C 2.926 0.099 2.670 0.0011
C 2.278 0.387 3.871 0.0109
C 0.924 0.667 3.845 -0.0019
C 0.255 0.602 2.640 0.0283
N 0.855 0.279 1.484 -0.0228
C 2.175 0.059 1.501 0.0157
H 5.972 -0.947 1.780 0.0000
H 4.448 -1.252 1.016 -0.0005
H 2.846 0.401 4.787 0.0003
H 0.386 0.921 4.743 -0.0003
H -0.800 0.848 2.593 -0.0198
H 2.643 -0.100 0.532 -0.0029
N -1.778 -1.978 -1.009 -0.0299
C -2.716 -2.566 -0.681 0.0001
C -3.854 -3.216 -0.187 -0.0016
C -5.049 -2.493 -0.084 0.0025
C -6.147 -3.087 0.504 0.0002
C -6.069 -4.390 0.973 0.0004
C -4.890 -5.114 0.854 -0.0005
C -3.779 -4.535 0.275 0.0024
H -5.096 -1.479 -0.452 -0.0023
H -7.064 -2.528 0.607 0.0002
H -6.930 -4.846 1.434 0.0000
H -4.837 -6.126 1.227 0.0000
H -2.851 -5.078 0.182 -0.0003

---

89
Properties=species:S:1:pos:R:3:mulliken_spin:R:1 method="wB97M-V/def2-TZVPD" spin_multiplicity=3 charge=+2 orbital_gap_ev="5.0235 / 5.2847"
Mo -0.343 0.205 0.162 2.2603
C 5.351 5.069 -1.605 -0.0040
C 4.770 5.174 -0.354 0.0004
C 3.692 4.362 -0.020 -0.0102
C 3.187 3.451 -0.973 -0.0048
C 3.753 3.411 -2.268 -0.0092
C 4.871 4.168 -2.559 0.0014
C 2.106 2.469 -0.606 -0.0573
C 0.919 2.487 -1.396 0.0690
C 0.564 3.480 -2.385 0.0163
C -0.442 2.930 -3.186 0.0197
C -0.676 1.578 -2.719 0.0405
N 0.047 1.424 -1.538 -0.0789
C -1.424 0.493 -3.248 -0.0781
C -2.145 -0.290 -2.313 0.0187
C -3.506 -0.718 -2.455 -0.0200
C -3.939 -1.306 -1.267 0.0139
C -2.811 -1.374 -0.387 -0.0081
C -2.771 -2.038 0.839 -0.0066
C -3.921 -2.924 1.197 0.0221
C -4.437 -2.888 2.514 -0.0121
C -5.431 -3.764 2.889 0.0032
C -5.908 -4.701 1.964 -0.0102
C -5.406 -4.762 0.669 0.0052
C -4.453 -3.839 0.269 -0.0143
C -1.607 -2.130 1.652 -0.0126
N -0.421 -1.406 1.437 -0.0884
C 0.599 -1.955 2.254 0.0182
C 1.963 -1.679 2.112 -0.0352
C 2.977 -2.598 2.728 0.0023
C 3.702 -3.467 1.887 -0.0052
C 4.619 -4.348 2.432 -0.0009
C 4.879 -4.288 3.797 -0.0017
C 4.221 -3.402 4.624 -0.0006
C 3.220 -2.571 4.113 -0.0067
C 2.442 -0.608 1.319 -0.0147
C 3.808 -0.104 1.340 0.0294
C 3.842 1.074 0.630 -0.0014
C 2.499 1.363 0.165 0.0247
N 1.703 0.255 0.495 -0.1321
C 0.009 -3.002 3.035 0.0223
C -1.337 -3.102 2.683 0.0252
N -1.754 -0.669 -1.014 0.0056
C -1.720 0.314 -4.710 -0.0146
C -2.392 -0.861 -5.145 -0.0276
C -2.810 -1.030 -6.463 0.0143
C -2.545 -0.029 -7.384 -0.0335
C -1.863 1.130 -7.004 0.0157
C -1.392 1.265 -5.701 -0.0256
H 6.218 5.677 -1.858 -0.0002
H 5.178 5.894 0.356 -0.0002
H 3.248 4.387 0.982 0.0004
H 3.298 2.747 -3.010 -0.0001
H 5.406 4.069 -3.507 -0.0001
H 1.075 4.430 -2.535 0.0001
H -1.003 3.406 -4.000 0.0004
H -4.079 -0.526 -3.355 0.0013
H -4.937 -1.608 -0.982 0.0005
H -4.064 -2.164 3.244 0.0004
H -5.806 -3.815 3.919 -0.0001
H -6.693 -5.406 2.266 -0.0004
H -5.747 -5.550 -0.007 0.0001
H -4.024 -3.848 -0.748 -0.0009
H 3.524 -3.450 0.808 -0.0002
H 5.162 -5.063 1.805 -0.0001
H 5.643 -4.949 4.215 -0.0002
H 4.506 -3.393 5.684 0.0000
H 2.657 -1.881 4.750 -0.0002
H 4.637 -0.574 1.860 0.0027
H 4.714 1.703 0.431 0.0008
H 0.555 -3.632 3.728 0.0042
H -2.058 -3.816 3.068 0.0044
H -2.513 -1.675 -4.433 -0.0018
H -3.325 -1.950 -6.784 0.0001
H -2.869 -0.149 -8.427 -0.0012
H -1.677 1.905 -7.762 0.0001
H -0.697 2.082 -5.474 -0.0018
O -1.440 4.675 4.468 0.0075
C -1.077 3.711 3.581 0.0220
C 0.125 3.030 3.629 -0.0008
C 0.377 2.103 2.676 0.0375
N -0.515 1.777 1.677 -0.0349
C -1.679 2.475 1.678 0.0450
Br -2.895 2.025 0.247 0.0128
C -2.023 3.444 2.592 -0.0146
H -0.734 4.889 5.103 -0.0004
H 0.894 3.227 4.391 0.0004
H 1.326 1.565 2.676 0.0050
H -2.981 3.980 2.542 -0.0011

---

96
Properties=species:S:1:pos:R:3:lowdin_charge:R:1 method="wB97M-V/def2-TZVPD" spin_multiplicity=1 charge=-2 orbital_gap_ev=3.5495
Li -1.103 -1.293 -0.819 0.5766
Br -8.249 1.192 -0.253 0.6008
C -6.360 0.916 -0.471 -0.7303
C -5.527 2.045 -0.443 -0.2068
C -4.164 1.791 -0.653 -0.0717
C -3.679 0.532 -0.862 -0.1355
O -2.236 0.344 -1.083 -0.0321
C -4.504 -0.663 -0.857 -0.1840
C -4.105 -1.976 -1.006 -0.1623
N -2.791 -2.384 -1.237 -0.0346
C -2.454 -3.639 -1.266 -0.3042
C -3.305 -4.785 -1.054 -0.0841
C -2.768 -6.065 -0.979 -0.1661
C -1.408 -6.340 -1.110 -0.1317
C -0.515 -5.261 -1.380 -0.1911
C 0.876 -5.409 -1.535 -0.0544
C 1.668 -4.322 -1.846 -0.0968
C 1.067 -3.075 -2.007 -0.1685
N -0.236 -2.887 -1.836 0.0519
C -1.022 -3.932 -1.506 -0.1543
C -5.913 -0.356 -0.655 -0.1319
H -5.900 3.041 -0.262 0.0612
H -3.474 2.629 -0.644 0.1055
H -4.909 -2.707 -0.932 0.0721
H -4.371 -4.651 -0.930 0.0590
H -3.447 -6.897 -0.801 0.0800
H -1.021 -7.349 -1.018 0.0677
H 1.313 -6.395 -1.399 0.0971
H 2.742 -4.424 -1.956 0.0856
H 1.651 -2.197 -2.279 0.0919
H -6.611 -1.185 -0.658 0.0868
F 1.727 7.376 -4.676 0.1165
C 2.007 6.970 -3.421 -0.5805
F 1.678 7.990 -2.597 0.1240
F 3.350 6.843 -3.338 0.1262
C 1.299 5.708 -3.054 -0.1534
C 1.489 5.181 -1.789 0.0019
C 0.810 4.038 -1.400 0.0100
C -0.091 3.413 -2.268 -0.1979
C -0.247 3.942 -3.550 -0.0132
C 0.443 5.084 -3.940 -0.0208
C -0.893 2.301 -1.830 0.0397
C -1.553 1.374 -1.460 -0.1505
H 2.162 5.676 -1.097 0.1245
H 0.957 3.617 -0.412 0.0762
H -0.926 3.448 -4.232 0.1160
H 0.308 5.491 -4.933 0.1109
F -2.351 -0.645 6.364 0.1352
C -1.972 -1.815 5.819 -0.5838
F -2.761 -2.773 6.341 0.1240
F -0.718 -2.055 6.248 0.1325
C -2.034 -1.778 4.323 -0.1382
C -2.740 -2.722 3.613 0.0081
C -2.671 -2.686 2.224 -0.0873
N -1.972 -1.781 1.557 0.1113
C -1.318 -0.859 2.257 -0.0955
C -1.315 -0.819 3.647 0.0017
H -3.328 -3.473 4.121 0.1130
H -3.198 -3.417 1.613 0.1114
H -0.747 -0.149 1.671 0.0810
H -0.753 -0.056 4.177 0.1223
O 0.437 -0.237 -0.422 -0.3821
Si 1.780 0.299 0.206 0.4008
C 1.563 1.916 1.195 -0.2123
C 2.583 2.478 1.976 -0.0942
C 2.373 3.624 2.737 -0.1055
C 1.124 4.239 2.742 -0.1084
C 0.096 3.711 1.966 -0.0889
C 0.321 2.570 1.197 -0.1335
C 2.580 -0.930 1.425 -0.1946
C 2.117 -1.022 2.746 -0.0979
C 2.501 -2.063 3.587 -0.0940
C 3.396 -3.026 3.132 -0.1119
C 3.892 -2.944 1.836 -0.1008
C 3.475 -1.919 0.991 -0.0949
C 3.094 0.663 -1.114 -0.2066
C 2.667 0.785 -2.445 -0.0871
C 3.575 0.989 -3.481 -0.0945
C 4.937 1.069 -3.207 -0.1175
C 5.384 0.952 -1.894 -0.1103
C 4.470 0.752 -0.863 -0.1102
H 3.562 2.002 1.998 0.0973
H 3.181 4.035 3.333 0.0894
H 0.955 5.128 3.339 0.0892
H -0.884 4.181 1.963 0.1043
H -0.475 2.181 0.564 0.0860
H 1.433 -0.264 3.124 0.0849
H 2.091 -2.128 4.590 0.0921
H 3.696 -3.841 3.781 0.0892
H 4.590 -3.694 1.477 0.0916
H 3.848 -1.890 -0.030 0.0963
H 1.600 0.704 -2.656 0.1003
H 3.223 1.080 -4.503 0.0943
H 5.647 1.220 -4.012 0.0868
H 6.445 1.009 -1.677 0.0879
H 4.837 0.652 0.157 0.0938

---

99
Properties=species:S:1:pos:R:3:mulliken_spin:R:1 method="wB97M-V/def2-TZVPD" spin_multiplicity=2 e_above_lowest_kcal_mol=11.5 charge=-1 orbital_gap_ev="4.8074 / 4.7254"
Ti 0.015 -0.452 -0.012 0.0004
C -2.417 1.656 -5.702 -0.0101
C -3.658 1.543 -5.061 0.0091
C -3.773 0.928 -3.825 -0.0074
C -2.610 0.442 -3.245 0.0061
C -2.366 -0.204 -1.951 -0.0366
N -3.312 -0.535 -1.148 0.0426
C -3.078 -1.180 0.021 0.1025
C -4.123 -1.576 0.888 0.0089
C -5.525 -1.520 0.796 0.0080
C -6.260 -1.953 1.868 0.0068
C -5.633 -2.452 3.040 0.0215
C -4.268 -2.518 3.143 -0.0103
C -3.502 -2.068 2.052 0.0162
C -2.106 -1.968 1.825 0.0864
N -1.169 -2.297 2.743 0.0594
C 0.078 -2.308 2.420 -0.0578
N 0.639 -2.072 1.158 0.0734
C 1.966 -2.443 1.238 0.0052
N 2.801 -2.625 0.260 -0.0039
C 2.449 -2.333 -0.999 0.2055
N 1.331 -1.658 -1.400 -0.0341
C 1.507 -1.341 -2.709 0.2001
N 0.743 -0.539 -3.468 0.0097
C -0.413 -0.140 -3.028 -0.0028
N -1.000 -0.446 -1.830 0.0760
C -1.391 0.531 -3.891 0.0077
C -1.266 1.140 -5.129 0.0179
C 2.733 -1.905 -3.204 0.0450
C 3.352 -1.887 -4.455 0.0088
C 4.574 -2.508 -4.574 0.0277
C 5.183 -3.143 -3.471 0.0210
C 4.574 -3.166 -2.236 0.0175
C 3.333 -2.539 -2.112 0.0461
C 2.309 -2.762 2.619 -0.0039
C 3.524 -3.057 3.222 0.0227
C 3.520 -3.273 4.589 -0.0163
C 2.330 -3.207 5.329 0.0151
C 1.121 -2.917 4.721 -0.0226
C 1.137 -2.686 3.351 0.0139
N -1.862 -1.448 0.587 -0.0002
H -2.360 2.157 -6.660 -0.0004
H -4.538 1.947 -5.545 0.0007
H -4.723 0.833 -3.317 0.0003
H -6.000 -1.135 -0.097 0.0027
H -7.342 -1.917 1.827 0.0011
H -6.250 -2.786 3.866 0.0021
H -3.782 -2.888 4.035 0.0013
H -0.303 1.216 -5.613 0.0017
H 2.881 -1.390 -5.293 0.0028
H 5.084 -2.511 -5.529 0.0030
H 6.149 -3.615 -3.602 0.0025
H 5.038 -3.641 -1.381 0.0024
H 4.432 -3.103 2.636 0.0019
H 4.449 -3.488 5.102 -0.0008
H 2.363 -3.384 6.397 0.0011
H 0.196 -2.865 5.278 -0.0009
O -1.233 1.045 0.465 0.0003
C -1.829 1.123 1.645 0.0062
C -3.210 1.385 1.707 -0.0064
C -3.865 1.453 2.917 0.0005
C -3.173 1.302 4.119 0.0013
C -1.815 1.083 4.084 -0.0001
C -1.130 0.980 2.870 0.0027
C 0.308 0.852 2.852 0.0072
N 0.900 0.536 1.765 -0.0051
N 2.270 0.691 1.677 0.0034
C 2.534 0.717 0.399 -0.0049
O 1.599 0.613 -0.494 0.0002
C 3.922 0.820 -0.094 0.0015
C 4.151 0.797 -1.466 0.0100
C 5.450 0.829 -1.950 0.0052
C 6.517 0.893 -1.066 0.0009
C 6.286 0.923 0.304 0.0001
C 4.993 0.884 0.792 -0.0006
H -3.754 1.466 0.776 -0.0018
H -4.937 1.605 2.929 0.0002
H -3.697 1.348 5.064 0.0003
H -1.256 0.969 5.006 -0.0002
H 0.906 1.130 3.719 -0.0014
H 3.307 0.743 -2.140 -0.0169
H 5.625 0.793 -3.018 0.0003
H 7.532 0.917 -1.444 0.0000
H 7.122 0.967 0.992 -0.0001
H 4.794 0.888 1.855 0.0001
C -1.660 5.932 -1.428 0.0004
As -1.179 4.118 -0.943 0.0004
C -0.826 4.265 0.954 0.0002
C -2.863 3.201 -1.129 0.0007
S 0.419 3.391 -2.032 -0.0007
H -2.361 6.352 -0.707 0.0000
H -2.111 5.914 -2.420 0.0000
H -0.746 6.522 -1.461 0.0000
H -1.749 4.177 1.526 0.0000
H -0.363 5.236 1.127 0.0000
H -0.140 3.469 1.233 -0.0001
H -3.217 3.360 -2.148 0.0000
H -3.568 3.628 -0.415 0.0004
H -2.731 2.140 -0.946 -0.0004

---

| no. | strongest force on any atom (eV/A) |
| --- | --- |
| 1 | 4.0 |
| 2 | 2.2 |
| 3 | 2.4 |
| 4 | 0.9 |
| 5 | 0.6 |